40
Properties=species:S:1:pos:R:3:forces:R:3 method="wB97M-V/def2-TZVPD" lumo_ev=-0.02 homo_lumo_gap_ev=8.107 total_charge=0 relative_energy_kj_mol=4.6 homo_ev=-8.13 smiles="O=C(Oc1ccc(C(=S)N2CCOCC2)cc1Cl)c1ccccc1F"
O -2.734231 -1.714448 0.635051 -0.09 0.31 -0.08
C -3.196486 -0.622935 0.421113 -0.02 -0.70 0.03
O -2.470355 0.497285 0.273140 0.24 0.37 0.03
C -1.102680 0.494148 0.430331 0.44 -0.07 -0.08
C -0.450148 -0.206153 1.435601 -0.16 0.06 -0.05
C 0.922701 -0.119717 1.558917 0.04 0.04 -0.14
C 1.668917 0.653743 0.675735 -0.56 -0.02 -0.27
C 3.122874 0.795441 0.865564 0.54 0.28 0.32
S 3.653853 1.250346 2.361789 0.04 0.05 0.41
N 3.940613 0.624861 -0.184302 -0.35 0.02 0.08
C 5.371867 0.809706 -0.071546 0.57 -0.12 0.10
C 6.065761 -0.555450 -0.106484 -0.04 0.34 0.16
O 5.728646 -1.258493 -1.282081 0.12 -0.08 -0.15
C 4.340276 -1.451660 -1.375731 -0.33 0.16 -0.11
C 3.584401 -0.111713 -1.378386 0.05 -0.55 -0.37
C 1.013877 1.372259 -0.323656 0.03 -0.17 0.23
C -0.360497 1.293656 -0.442330 -0.28 -0.22 0.20
Cl -1.174869 2.180599 -1.674643 -0.03 0.12 -0.15
C -4.648423 -0.367120 0.246496 -0.08 0.20 0.01
C -5.481040 -1.474370 0.077029 0.06 0.13 0.03
C -6.841663 -1.322277 -0.095950 -0.02 -0.10 -0.01
C -7.400641 -0.052887 -0.097146 0.13 0.03 0.02
C -6.598419 1.059896 0.079878 0.09 0.07 0.00
C -5.233928 0.898392 0.248979 -0.06 -0.09 -0.01
F -4.495460 2.001502 0.437169 -0.21 -0.06 -0.02
H -1.019597 -0.815039 2.118715 -0.02 -0.03 0.00
H 1.427405 -0.650209 2.351354 0.04 -0.01 0.06
H 5.590871 1.327754 0.862565 -0.01 -0.04 -0.18
H 5.707855 1.412210 -0.921318 -0.02 -0.03 0.02
H 7.149613 -0.437945 -0.118224 -0.06 0.03 0.08
H 5.769917 -1.135229 0.780330 0.04 0.05 -0.05
H 4.164969 -1.989149 -2.308751 -0.07 0.02 0.07
H 3.982866 -2.061146 -0.530703 0.01 0.03 -0.07
H 2.511761 -0.295308 -1.414342 0.13 0.03 -0.04
H 3.887908 0.471779 -2.254103 -0.08 -0.05 0.01
H 1.568448 2.010679 -0.993710 0.04 0.06 -0.09
H -5.022738 -2.451649 0.084296 0.03 -0.06 0.01
H -7.468605 -2.190033 -0.229095 -0.04 -0.08 -0.02
H -8.464030 0.072393 -0.232290 -0.09 0.02 -0.01
H -7.011571 2.056300 0.090732 -0.01 0.10 0.01